Here is a gas-phase ion, C3H8NO (charge +1) in a non-equilibrium geometry from OMol25. Energies are from ωB97M-V with the def2-TZVPD basis set.

Calculated values
* HOMO energy (spin up / spin down): -14.55 / -15.08 eV
* energy: -6766.314 eV
* net charge: +1
* HOMO-LUMO gap (spin up / spin down): 7.89 / 8.79 eV

CARTESIAN COORDINATES (ANGSTROEM)
C: -0.1607 -0.3172 0.8218
C: -0.0467 1.6610 -0.8122
C: -0.6300 1.0252 0.4841
N: 0.8095 -2.4602 -0.0512
O: 0.6421 -1.1526 -0.1246
H: -0.7377 -0.8399 1.5200
H: 0.7800 1.0592 -1.2205
H: 0.2856 2.7395 -0.6690
H: -0.7734 1.5261 -1.5807
H: -0.1173 1.6251 1.3186
H: -1.6548 1.0641 0.5814
H: 1.3455 -2.8238 -0.7524
H: 0.2576 -3.1064 0.4847

Computed Mulliken charges, given in elementary charges:
1 C 0.03
2 C -1.01
3 C -0.35
4 N -0.26
5 O -0.03
6 H 0.40
7 H 0.32
8 H 0.31
9 H 0.32
10 H 0.29
11 H 0.45
12 H 0.25
13 H 0.27

=====

Here is 2 unconnected molecules or ions with the total composition C3H8NO in a non-equilibrium geometry from OMol25. Energies are from ωB97M-V with the def2-TZVPD basis set.

Calculated values
* HOMO energy: -13.30 eV
* energy: -6765.333 eV
* net charge: +1
* HOMO-LUMO gap: 3.81 eV

CARTESIAN COORDINATES (ANGSTROEM)
O: 0.6485 0.0549 0.0592
C: 1.8905 0.3201 0.2592
C: 2.9880 -0.1082 -0.4428
N: -1.8592 -0.0317 0.9104
C: -2.2672 -0.0304 -0.5168
H: 2.0701 0.9610 1.1571
H: 3.8998 0.3550 -0.1808
H: 2.9144 -1.0032 -1.0795
H: -0.8406 -0.1492 0.9628
H: -2.4012 -0.3785 1.7141
H: -1.4335 0.3858 -1.2021
H: -3.0819 0.6447 -0.6438
H: -2.5276 -1.0204 -0.9969

Computed Mulliken charges, given in elementary charges:
1 O -0.41
2 C 0.14
3 C -0.21
4 N -0.24
5 C -0.57
6 H 0.33
7 H 0.28
8 H 0.28
9 H 0.32
10 H 0.27
11 H 0.21
12 H 0.32
13 H 0.28

=====

Here is a gas-phase ion, C3H8NO (charge +1) in a non-equilibrium geometry from OMol25. Energies are from ωB97M-V with the def2-TZVPD basis set.

Calculated values
* HOMO energy (spin up / spin down): -12.61 / -12.99 eV
* energy: -6767.131 eV
* net charge: +1
* HOMO-LUMO gap (spin up / spin down): 8.04 / 9.10 eV

CARTESIAN COORDINATES (ANGSTROEM)
C: 1.9439 -0.8721 0.9493
C: 0.0079 0.1599 -0.2913
C: -0.8101 0.5501 0.9272
N: -0.6134 -0.4533 -1.4648
O: 1.0847 -0.6023 -0.0599
H: 1.8428 -0.0804 1.7404
H: 2.7884 -1.6096 0.8215
H: -0.8871 -0.5023 1.4152
H: -1.8026 0.9677 0.7018
H: -0.2943 1.1627 1.5434
H: -1.6639 -0.4911 -1.4087
H: -0.0929 -1.3786 -1.3492
H: -0.3506 -0.0117 -2.3265

Computed Mulliken charges, given in elementary charges:
1 C -0.27
2 C 0.29
3 C -1.13
4 N -0.20
5 O -0.36
6 H 0.24
7 H 0.29
8 H 0.37
9 H 0.36
10 H 0.35
11 H 0.35
12 H 0.37
13 H 0.35

=====

Here is 2 unconnected molecules or ions with the total composition C3H8NO2 from OMol25. Energies are from ωB97M-V with the def2-TZVPD basis set.

Calculated values
* HOMO energy: -3.04 eV
* energy: -8825.412 eV
* net charge: -1
* HOMO-LUMO gap: 7.23 eV

CARTESIAN COORDINATES (ANGSTROEM)
N: 1.3744 -1.1545 -2.6284
C: 1.4036 -0.2214 -1.4495
O: 0.5876 -0.5706 -0.4347
H: 0.3894 -1.1486 -2.8961
H: 1.4426 -2.0562 -2.1572
H: 2.4677 -0.2340 -1.1054
H: 1.2215 0.7855 -1.8810
O: -2.4190 0.5788 1.4744
C: -1.2662 0.2720 1.6683
C: -0.1065 1.2085 1.6887
H: -0.9703 -0.7764 1.8437
H: 0.5417 0.7701 0.8697
H: 0.4275 1.0672 2.6335
H: -0.4326 2.2297 1.5020

Computed Mulliken charges, given in elementary charges:
1 N -0.85
2 C -0.43
3 O -0.79
4 H 0.29
5 H 0.29
6 H 0.26
7 H 0.26
8 O -0.55
9 C 0.20
10 C -0.54
11 H 0.27
12 H 0.07
13 H 0.26
14 H 0.26

=====

Here is 2 unconnected molecules or ions with the total composition C3H8NO2 in a non-equilibrium geometry from OMol25. Energies are from ωB97M-V with the def2-TZVPD basis set.

Calculated values
* HOMO energy (spin up / spin down): -1.78 / -1.78 eV
* energy: -8822.465 eV
* net charge: -1
* HOMO-LUMO gap (spin up / spin down): 5.96 / 5.97 eV

CARTESIAN COORDINATES (ANGSTROEM)
C: 1.2005 0.2457 -0.9769
C: 0.4716 -0.5461 1.3396
C: 0.3284 0.5265 0.1936
N: -1.6127 -0.7889 -0.2291
O: -2.4260 0.3362 -0.2491
O: -0.4078 1.5495 0.3787
H: 2.2332 -0.0985 -0.7852
H: 1.3313 1.1957 -1.5694
H: 0.7604 -0.3603 -1.6963
H: -0.4808 -0.4539 1.8104
H: 1.2360 -0.3113 2.1485
H: 0.5687 -1.4111 0.7630
H: -1.5078 -1.0518 -1.2050
H: -1.6949 1.1682 0.0774

Computed Mulliken charges, given in elementary charges:
1 C -1.26
2 C -1.05
3 C 0.72
4 N -0.62
5 O -0.47
6 O -0.78
7 H 0.31
8 H 0.34
9 H 0.31
10 H 0.32
11 H 0.33
12 H 0.36
13 H 0.13
14 H 0.35

=====

Here is a gas-phase ion, C3H8NO2 (charge +1) in a non-equilibrium geometry from OMol25. Energies are from ωB97M-V with the def2-TZVPD basis set.

Calculated values
* HOMO energy: -15.84 eV
* energy: -8818.208 eV
* SMILES: C[NH2+]CC(=O)O
* net charge: +1
* HOMO-LUMO gap: 12.13 eV

CARTESIAN COORDINATES (ANGSTROEM)
C: 1.9767 0.4795 -0.1463
N: 0.4724 0.6728 -0.2477
C: -0.2901 -0.4885 0.3199
C: -1.6682 -0.2647 -0.0209
O: -1.9966 0.5633 -0.8114
O: -2.3800 -1.2814 0.5954
H: 2.0801 -0.5874 -0.2259
H: 2.5391 0.4961 0.7437
H: 2.3951 1.2380 -0.8263
H: 0.2232 0.7871 -1.1982
H: 0.1778 1.5777 0.2517
H: 0.0285 -1.3579 -0.2759
H: -0.2436 -0.7864 1.3263
H: -3.3145 -1.0480 0.5156

Computed Mulliken charges, given in elementary charges:
1 C -0.74
2 N -0.16
3 C -0.66
4 C 0.52
5 O -0.49
6 O -0.41
7 H 0.30
8 H 0.35
9 H 0.34
10 H 0.39
11 H 0.40
12 H 0.36
13 H 0.42
14 H 0.39

=====

Here is 2 unconnected molecules or ions with the total composition C3H8NO2 in a non-equilibrium geometry from OMol25. Energies are from ωB97M-V with the def2-TZVPD basis set.

Calculated values
* HOMO energy: -14.07 eV
* energy: -8818.000 eV
* net charge: +1
* HOMO-LUMO gap: 8.88 eV

CARTESIAN COORDINATES (ANGSTROEM)
O: 1.3132 -0.5725 2.4103
C: 0.6512 -1.1052 3.2468
O: -0.3653 -0.4593 3.8474
H: 0.8267 -2.1308 3.5965
H: -0.4415 -0.6723 4.7892
C: -0.2631 0.7045 -3.1269
C: -0.1544 0.0860 -0.7661
N: -0.5058 0.9208 -1.6636
H: 0.5693 1.3493 -3.3591
H: -1.1829 0.8823 -3.6576
H: 0.1593 -0.2961 -3.1675
H: 0.0457 -0.9311 -1.0792
H: 0.1015 0.3797 0.2470
H: -0.7538 1.8447 -1.3175

Computed Mulliken charges, given in elementary charges:
1 O -0.46
2 C 0.21
3 O -0.44
4 H 0.34
5 H 0.36
6 C -0.59
7 C -0.03
8 N -0.06
9 H 0.33
10 H 0.28
11 H 0.25
12 H 0.26
13 H 0.23
14 H 0.31

=====

Here is a gas-phase ion, C3H8NO2 (charge +1) in a non-equilibrium geometry from OMol25. Energies are from ωB97M-V with the def2-TZVPD basis set.

Calculated values
* HOMO energy: -15.36 eV
* energy: -8813.323 eV
* SMILES: C=[N+](OC)OC
* net charge: +1
* HOMO-LUMO gap: 10.61 eV

CARTESIAN COORDINATES (ANGSTROEM)
C: -0.3273 1.6990 0.0525
N: 0.0863 0.5034 0.0539
O: 1.4679 0.4210 0.1893
C: 1.9884 -0.8350 -0.0513
O: -0.5119 -0.6588 0.1841
C: -1.9685 -0.5971 -0.0378
H: -1.2122 2.2763 -0.1065
H: 0.5054 2.3918 -0.0061
H: 2.9959 -0.5646 -0.4548
H: 1.4100 -1.5154 -0.5870
H: 2.2202 -1.3432 0.9234
H: -2.0206 -1.6631 -0.0935
H: -2.2722 -0.0843 -0.9201
H: -2.3612 -0.0300 0.8541

Computed Mulliken charges, given in elementary charges:
1 C -0.25
2 N 0.50
3 O -0.28
4 C -0.59
5 O -0.29
6 C -0.64
7 H 0.36
8 H 0.32
9 H 0.28
10 H 0.35
11 H 0.28
12 H 0.29
13 H 0.32
14 H 0.35

=====

Here is 2 unconnected molecules or ions with the total composition C3H8NO2 in a non-equilibrium geometry from OMol25. Energies are from ωB97M-V with the def2-TZVPD basis set.

Calculated values
* HOMO energy: -14.70 eV
* energy: -8816.461 eV
* net charge: +1
* HOMO-LUMO gap: 8.60 eV

CARTESIAN COORDINATES (ANGSTROEM)
O: 1.1281 -0.7392 1.4760
C: 1.1681 -1.6108 2.2994
O: 1.5221 -2.8590 2.0873
H: 0.9355 -1.3784 3.3515
H: 1.3611 -3.4483 2.8481
C: -1.3605 1.8261 -1.9536
C: 0.2698 0.4077 -0.5934
N: -0.8974 0.8232 -0.9674
H: -2.3150 2.2682 -1.7218
H: -1.3819 1.4954 -2.9991
H: -0.5713 2.5793 -1.9302
H: 0.9119 1.0318 0.0254
H: 0.8220 -0.4596 -0.9662
H: -1.5927 0.0638 -0.9559

Computed Mulliken charges, given in elementary charges:
1 O -0.47
2 C 0.22
3 O -0.40
4 H 0.26
5 H 0.39
6 C -0.70
7 C -0.13
8 N -0.08
9 H 0.29
10 H 0.32
11 H 0.34
12 H 0.32
13 H 0.34
14 H 0.31

=====

Here is a gas-phase ion, C3H8NO2 (charge +1) in a non-equilibrium geometry from OMol25. Energies are from ωB97M-V with the def2-TZVPD basis set.

Calculated values
* HOMO energy: -15.53 eV
* energy: -8816.084 eV
* SMILES: OC[C@]1(O)C[NH2+]1
* net charge: +1
* HOMO-LUMO gap: 12.17 eV

CARTESIAN COORDINATES (ANGSTROEM)
O: -1.7170 -0.4635 0.7076
C: -1.0763 0.6536 0.1209
C: 0.3325 0.2633 0.0898
O: 1.3291 1.1462 0.9929
C: 0.9684 -0.3216 -1.1755
N: 0.7093 -1.1517 -0.0700
H: -2.6280 -0.3029 1.0315
H: -1.5718 0.9096 -0.8220
H: -1.2003 1.4356 0.8933
H: 0.7148 1.5876 1.7459
H: 0.2948 -0.4833 -2.0155
H: 2.0178 -0.0969 -1.3624
H: -0.1374 -1.6787 0.1812
H: 1.5543 -1.6052 0.2381

Computed Mulliken charges, given in elementary charges:
1 O -0.57
2 C -0.61
3 C 0.94
4 O -0.52
5 C -0.59
6 N -0.17
7 H 0.33
8 H 0.29
9 H 0.30
10 H 0.35
11 H 0.27
12 H 0.34
13 H 0.33
14 H 0.31

=====

Energy relative to the best compared isomer or geometry (same formula, charge and spin)
In order: 112.0 134.6 93.1 54.9 122.8 40.2 45.0 152.9 80.5 89.2
Unit: kcal per mole